Entry 1:
Computed, not measured: C20H30F2N6O3P2SV as an isolated structure, with ωB97M-V/def2-TZVPD.

Computed properties:
Electronic energy: -3558.67155 a.u.
LUMO energy (alpha / beta): -8.1 / -7.5 eV
Total charge: +2
<S²>: 0.77
Gap between HOMO and LUMO (alpha / beta): 6.365 / 6.893 eV
2S+1: 2

Cartesian coordinates (Å):
V: -0.44644 -0.52084 -0.10260
F: -3.99711 2.72297 -2.48496
C: -3.52281 1.49960 -2.29846
C: -2.53195 1.30413 -1.34337
C: -2.06086 0.01685 -1.15797
C: -2.58119 -1.06317 -1.89200
C: -3.53549 -0.79759 -2.87295
F: -4.01049 -1.78801 -3.62971
C: -4.02426 0.47595 -3.08470
C: -2.04184 -2.38191 -1.57078
C: -2.53610 -3.61417 -1.98436
C: -1.94454 -4.77290 -1.51666
C: -0.87070 -4.71012 -0.63211
C: -0.41326 -3.47288 -0.25242
N: -0.98296 -2.33906 -0.71015
H: -2.14816 2.15984 -0.80184
H: -4.77504 0.66797 -3.83846
H: -3.37246 -3.65795 -2.66230
H: -2.32636 -5.73287 -1.83883
H: -0.39674 -5.60356 -0.25356
H: 0.41934 -3.34570 0.42456
C: 3.14140 -3.46943 1.27930
N: 2.31087 -2.95755 2.37871
C: 2.64172 -3.53031 3.69049
P: 1.64537 -1.47691 2.30779
O: 1.31377 -1.11413 0.88955
O: 0.28057 -1.69074 3.19034
P: -1.06656 -0.87807 2.95926
O: -0.97635 -0.09296 1.64088
N: -2.16958 -2.06479 2.78812
C: -3.52425 -1.64236 2.39272
C: -2.16075 -3.26430 3.63983
N: -1.21334 0.21852 4.13054
C: -1.26994 -0.25638 5.52128
C: -1.74485 1.57476 3.92607
N: 2.35197 -0.22655 3.06434
C: 2.48328 -0.14967 4.52255
C: 3.35742 0.57147 2.34235
H: 2.95948 -4.53905 1.17489
H: 4.20138 -3.31422 1.48767
H: 2.88663 -2.96688 0.34952
H: 2.56303 -4.61491 3.62897
H: 1.93950 -3.18688 4.44876
H: 3.65635 -3.26664 3.99605
H: -3.47704 -0.76670 1.74543
H: -4.14261 -1.41539 3.26382
H: -3.98492 -2.45828 1.83714
H: -1.13976 -3.57084 3.85351
H: -2.65340 -4.06963 3.09640
H: -2.69941 -3.09540 4.57450
H: -0.87106 -1.26872 5.60288
H: -2.29583 -0.25038 5.89280
H: -0.66241 0.39973 6.14360
H: -1.57455 1.89229 2.90141
H: -1.20801 2.25021 4.59046
H: -2.80931 1.61044 4.16095
H: 1.69134 -0.71235 5.01291
H: 2.39716 0.89502 4.82032
H: 3.45012 -0.53146 4.85651
H: 3.15155 0.55579 1.27550
H: 4.36596 0.19998 2.53278
H: 3.28338 1.60058 2.69093
S: 0.95863 0.25122 -1.73429
C: 0.82426 1.44668 -0.55824
N: 0.52539 2.07549 0.37054

Entry 2:
Computed, not measured: a 3-piece molecular cluster, C2H13N2O2 overall at a distorted geometry, with ωB97M-V/def2-TZVPD.

Computed properties:
Electronic energy: -343.73463 a.u.
LUMO energy: -2.8 eV
Total charge: +1
Gap between HOMO and LUMO: 11.329 eV
2S+1: 1

Cartesian coordinates (Å):
C: 0.42983 -1.69253 0.42144
N: 1.64740 -1.64463 -0.44815
C: -0.44272 -0.55215 0.01547
N: 0.40304 0.67290 -0.08223
H: 0.76924 -1.58060 1.47946
H: -0.07968 -2.71951 0.36468
H: 2.47677 -2.21288 -0.02837
H: 1.30582 -2.08567 -1.35387
H: -1.28164 -0.24621 0.54947
H: -0.83770 -0.80311 -0.95059
H: 0.25121 1.06469 -1.01466
H: 0.50128 1.03270 0.85521
H: 1.34773 0.31116 -0.21584
H: 0.21463 2.64757 2.96764
H: -0.97922 1.79961 2.67072
O: -0.02077 1.83459 2.55606
H: -1.63284 2.07742 -2.83147
H: -2.31830 0.74090 -2.68668
O: -1.75409 1.35576 -2.26831

Ordered energy above the lowest of the compared OMol25 structures with the same formula, charge and spin results: 24.8, 109.8; unit kJ/mol.